(1)
Here is a cluster of 2 separate species, C2H8NO2 in total from the Open Molecules 2025 dataset. Energies are from ωB97M-V/def2-TZVPD.

Each line ends with the Mulliken charge.
Geometry (Å):
O: 0.040490 -0.592800 0.140391  -0.75
H: -0.234500 -2.156154 -1.193698  0.20
H: -1.739791 2.115674 -0.507666  0.19
H: 0.498457 -0.641119 -1.840351  0.19
H: -1.170816 3.241149 0.685509  0.24
H: 2.194060 -2.147620 -1.630433  0.21
H: -0.029733 2.083318 -0.137057  0.20
H: -0.765628 0.548850 1.018745  0.56
C: -1.013174 2.222619 0.312409  -0.56
C: 0.399661 -1.290233 -0.914768  -0.43
H: 2.288271 -1.050210 -0.481109  0.23
N: 1.794794 -1.916865 -0.713815  -0.67
O: -1.252737 1.317742 1.383608  -0.62

Force components x, y, z for each atom (eV/Å):
O -0.1 0.0 0.4
H -0.3 -0.1 0.0
H 0.0 -0.2 0.0
H -0.2 -0.3 0.0
H 0.4 0.1 0.0
H -0.3 -0.1 0.0
H 0.2 0.1 0.2
H 0.0 -1.1 0.1
C -0.9 0.3 0.4
C 0.7 0.1 -0.5
H 0.3 -0.4 0.3
N 0.0 0.8 -0.2
O 0.3 0.8 -0.8

The HOMO energy comes out at -3.12 eV. Its net charge is -1. Its multiplicity is 1. For the HOMO-LUMO gap, the calculation gives 0.2748 Eh.

(2)
Here is a cluster of 2 separate species, C2H8NO2 in total from the Open Molecules 2025 dataset. Energies are from ωB97M-V/def2-TZVPD.

Each line ends with the Mulliken charge.
Geometry (Å):
H: -0.045039 -0.365699 -1.778731  0.45
H: -0.411791 1.495388 -0.756856  0.24
C: 0.675322 -0.082237 0.095594  0.71
O: 0.611616 -0.708461 -1.042475  -0.49
C: 0.329627 1.325805 0.152679  -0.83
N: 1.267363 -0.808774 1.023069  -0.31
O: -1.786843 -0.506923 -0.365990  -0.59
H: 1.492502 -1.838070 0.842711  0.29
H: 1.317185 -0.612049 1.977523  0.24
H: -0.098073 1.861382 1.012471  0.36
H: 1.238038 1.786936 -0.304634  0.33
H: -1.884624 -1.457490 -0.380849  0.30
H: -2.705282 -0.089810 -0.474516  0.31

Force components x, y, z for each atom (eV/Å):
H 1.7 -0.4 2.5
H 1.2 -0.3 2.1
C 0.4 -1.4 0.1
O -0.9 0.2 -2.1
C -1.4 1.7 -3.1
N -0.2 -2.4 -1.7
O -2.1 1.5 -0.3
H -0.5 2.1 -0.2
H 0.0 1.2 1.5
H 0.7 -0.7 0.0
H -0.3 0.2 0.9
H -0.5 -0.4 0.0
H 1.9 -1.2 0.3

The HOMO energy comes out at -16.19 eV. Its net charge is +1. Its multiplicity is 1. For the HOMO-LUMO gap, the calculation gives 0.4582 Eh.

(3)
Here is a cluster of 3 separate species, C2H8NO4 in total from the Open Molecules 2025 dataset. Energies are from ωB97M-V/def2-TZVPD.

Each line ends with the Mulliken charge.
Geometry (Å):
H: 2.160042 -1.098767 0.821776  0.32
C: -1.186897 -1.702249 0.438390  -0.83
O: 0.990904 2.638218 0.179065  -0.70
O: 2.602209 -0.245878 0.857567  -0.68
H: 1.908510 0.374587 0.581254  0.34
N: -0.765140 -0.362129 0.028878  -0.16
H: -1.857521 -2.007905 -0.365964  0.33
H: -0.379730 -2.386213 0.689859  0.21
H: 0.613167 3.519929 0.282666  0.25
C: -0.844435 0.057685 -1.325484  0.63
H: -0.156587 0.103089 0.670668  0.16
O: -1.554726 -0.612565 -2.083714  -0.76
H: 0.485490 2.185825 -0.556558  0.49
H: -1.799828 -1.586395 1.355719  0.25
O: -0.215457 1.122768 -1.574123  -0.84

Force components x, y, z for each atom (eV/Å):
H 0.0 0.0 -0.1
C -1.0 1.7 0.4
O 0.1 0.3 0.1
O -0.3 0.0 0.1
H 0.3 0.1 -0.1
N -0.1 -1.3 0.4
H 0.3 -0.6 0.1
H 0.2 -0.3 -0.4
H 0.0 -0.3 -0.1
C 0.0 0.4 0.5
H 0.2 0.5 -0.2
O 0.0 -0.3 -0.2
H -0.1 -0.3 0.1
H 0.2 -0.3 -0.2
O 0.1 0.3 -0.3

The HOMO energy comes out at -4.72 eV. Its net charge is -1. Its multiplicity is 1. For the HOMO-LUMO gap, the calculation gives 0.3155 Eh.

(4)
Here is a structure of composition C2H8NOP from the Open Molecules 2025 dataset. Energies are from ωB97M-V/def2-TZVPD.

Each line ends with the Mulliken charge.
Geometry (Å):
H: -0.882903 -1.851031 0.170177  0.45
H: -1.539129 0.406425 -0.314100  0.25
H: 0.187035 1.928530 -0.183431  0.31
H: 1.872143 1.641351 0.378539  0.35
H: 1.654621 1.925125 -1.296617  0.32
H: -1.297952 -1.330795 1.626407  0.32
H: -0.980674 0.882527 -1.857541  0.26
H: -0.165936 -2.591436 1.584382  0.28
P: 1.009822 -0.282634 -0.598953  0.37
C: -0.421187 -1.647863 1.094112  -0.90
N: -1.219250 0.102713 -1.262174  -0.79
C: 1.180448 1.514587 -0.374775  -0.90
O: 0.602963 -0.697498 1.033974  -0.31

Force components x, y, z for each atom (eV/Å):
H 0.0 -0.5 -1.6
H 0.4 0.3 -1.2
H 0.5 0.2 0.1
H 1.4 0.7 2.0
H -0.6 -0.2 0.5
H -0.2 1.0 0.9
H -0.2 0.6 0.2
H 0.6 0.1 -0.2
P -4.0 0.1 0.8
C -0.8 -1.2 1.0
N 2.7 -1.6 1.6
C -0.7 -0.5 -2.1
O 0.7 1.0 -2.0

The HOMO energy comes out at -9.00 eV. Its net charge is 0. Its multiplicity is 1. For the HOMO-LUMO gap, the calculation gives 0.3383 Eh.

(5)
Here is a cluster of 2 separate species, C2H8NOS in total from the Open Molecules 2025 dataset. Energies are from ωB97M-V/def2-TZVPD.

Each line ends with the Mulliken charge.
Geometry (Å):
H: -1.043906 -1.758072 -1.761764  0.27
H: -2.431032 -1.268880 -1.156871  0.23
H: 3.015236 2.334214 0.946408  0.31
H: -0.027699 -0.626859 1.684101  0.32
N: -1.707627 -1.973301 -1.024220  -0.60
H: -0.128650 -2.506370 0.132653  0.31
O: 2.678760 3.104390 0.478854  -0.62
C: -0.732612 -0.571465 0.830366  -0.54
H: -1.678505 -0.138004 1.154745  0.32
H: -1.714847 -2.470575 0.992144  0.29
C: -1.075391 -1.977621 0.273417  -0.47
S: 0.144407 0.438572 -0.326411  -0.13
H: 1.760480 3.197535 0.794446  0.31

Force components x, y, z for each atom (eV/Å):
H 0.1 -0.2 0.2
H -0.1 -0.2 0.5
H 0.0 0.0 0.0
H -0.5 0.0 0.0
N -0.4 0.2 -0.9
H -0.2 -0.3 0.3
O -0.6 0.1 0.3
C -0.1 -0.9 0.0
H 0.2 0.5 0.2
H 0.0 -0.4 0.2
C 0.8 0.8 -0.3
S 0.1 0.4 -0.2
H 0.6 -0.1 -0.3

The HOMO energy (spin up / spin down) comes out at -9.38 / -9.08 eV. Its net charge is 0. Its multiplicity is 2. For the HOMO-LUMO gap (spin up / spin down), the calculation gives 0.3723 / 0.2568 Eh.

(6)
Here is a cluster of 2 separate species, C2H8NOS in total from the Open Molecules 2025 dataset. Energies are from ωB97M-V/def2-TZVPD.

Each line ends with the Mulliken charge.
Geometry (Å):
H: 0.676208 -1.176249 -1.780742  0.20
C: -1.643594 -0.865866 0.848664  -0.92
O: 2.803004 1.185385 -0.023534  -0.34
H: -2.481808 -1.426065 0.450181  0.34
H: -0.996616 -1.568459 1.463494  0.31
H: 0.385655 1.648624 0.616275  0.43
H: 0.394305 1.997317 -0.959859  0.39
S: 1.957885 -1.032437 -1.221096  -0.09
N: 0.466578 1.149323 -0.256076  -0.33
H: -1.036334 -0.535685 -0.018360  0.30
H: -0.280628 0.328496 -0.234287  -0.21
H: -2.129069 -0.236878 1.512455  0.36
C: 1.884413 0.532493 -0.397115  0.56

Force components x, y, z for each atom (eV/Å):
H 1.1 0.5 0.8
C 1.2 -3.2 -0.2
O -0.9 -0.9 -0.1
H 0.2 -0.4 -0.4
H -0.7 0.8 -0.9
H 0.2 0.0 1.0
H -0.2 -2.5 1.0
S -0.7 0.1 -0.2
N -0.3 0.6 -1.7
H -1.4 -0.6 0.7
H 1.4 2.7 -0.4
H -0.2 2.3 0.9
C 0.3 0.7 -0.5

The HOMO energy comes out at -15.32 eV. Its net charge is +1. Its multiplicity is 1. For the HOMO-LUMO gap, the calculation gives 0.4038 Eh.

Going through the records in order, we get F_max values of 1.2; 3.8; 2.0; 4.0; 1.2; 3.4 eV/Å.
Going through the records in order, we get energy relative to the best compared isomer or geometry (same formula, charge and spin) values of 17.46; 25.35; 5.60; 72.10; 2.98; 52.93 kcal per mole.
Going through the records in order, we get total energy values of -286.219443; -285.978058; -436.811804; -552.268677; -609.122951; -608.860900 a.u..